A gas-phase ion, C6H7N2O4 (charge -1) in a non-equilibrium geometry, computed with ωB97M-V/def2-TZVPD.

The charge is -1. The frontier orbital gap (spin up / spin down) comes out at 7.1 / 5.8 eV. The calculation puts the energy above the lowest of the compared OMol25 structures with the same formula, charge and spin at 75.8 kcal/mol. For the energy, the calculation gives -17504.37522 eV.

Geometry as XYZ:
```
19
Properties=species:S:1:pos:R:3:lowdin_charge:R:1
C -0.0791 -1.8268 -0.1035 -0.362
C 1.9980 1.2341 0.0016 -0.609
C -1.4527 0.9454 -0.3627 -0.222
C -0.2761 0.8328 0.6623 -0.175
C -2.4095 -0.2216 -0.1654 -0.172
C 1.2810 -1.0721 0.0683 -0.343
N -1.5038 -1.3056 -0.0048 -0.019
N 0.9828 0.3435 0.1971 0.026
O 3.1545 0.8278 -0.4477 0.120
O -0.0054 -3.0549 -0.1072 -0.054
O 1.9202 2.4493 0.0911 0.042
O 2.3915 -1.4923 0.0135 0.066
H -2.0418 1.9630 -0.2697 0.117
H -1.0514 1.0549 -1.3704 0.093
H -0.2746 1.8434 1.1096 0.117
H -0.6052 0.0184 1.4240 0.143
H -3.3349 -0.2345 -0.7480 0.060
H -1.9247 -2.1627 0.3601 0.105
H 3.2312 -0.1421 -0.3480 0.065
```

A gas-phase ion, C6H7N2O4 (charge -1) in a non-equilibrium geometry, computed with ωB97M-V/def2-TZVPD.

The charge is -1. The frontier orbital gap comes out at 6.6 eV. Its SMILES is C=CN(CC(O)=C=O)/N=C(\[O-])O. The calculation puts the energy above the lowest of the compared OMol25 structures with the same formula, charge and spin at 96.0 kcal/mol. For the energy, the calculation gives -17503.49911 eV.

Geometry as XYZ:
```
19
Properties=species:S:1:pos:R:3:lowdin_charge:R:1
C -1.8510 -0.6965 -0.2682 -0.313
C 1.2265 0.4320 -2.2408 -0.051
C 1.1766 0.5582 -0.8840 -0.187
C 1.3214 0.9855 1.8530 -0.664
C -0.4315 -1.2102 -0.2205 -0.155
C -2.5958 -0.7259 -1.3220 -0.112
N 0.3745 0.2491 1.3311 0.032
N 0.4960 -0.2017 -0.0005 -0.152
O 1.0280 1.1416 3.2652 -0.037
O -2.1742 -0.0749 0.9258 -0.014
O 2.3147 1.5313 1.4421 0.003
O -3.4691 -0.8230 -2.1319 0.101
H 2.1215 0.9214 -2.7937 0.044
H 0.5306 0.0274 -2.9319 -0.010
H 1.9263 1.1120 -0.3138 0.089
H -0.4009 -1.9942 0.6150 0.151
H -0.2238 -1.7497 -1.1242 0.114
H -1.4510 -0.3290 1.5721 0.085
H 0.0810 0.8468 3.2272 0.075
```

A gas-phase ion, C6H7N2O5 (charge -1) in a non-equilibrium geometry, computed with ωB97M-V/def2-TZVPD.

The charge is -1. The frontier orbital gap (spin up / spin down) comes out at 6.1 / 5.5 eV. The spin multiplicity is 3. For the energy, the calculation gives -19546.58570 eV.

Geometry as XYZ:
```
20
Properties=species:S:1:pos:R:3:lowdin_charge:R:1
C -0.1543 -0.1959 -1.0266 -0.282
C 0.8673 0.4901 -0.5009 0.176
C -0.6412 2.0751 1.3967 -0.798
C -0.8292 -0.3552 1.1936 -0.401
C -0.2959 -0.6434 -2.4496 -0.002
C -0.2163 -1.6494 1.7380 -0.021
N 0.0231 0.7443 1.3561 0.183
N 2.0466 1.0126 -0.9477 -0.471
O -1.4310 2.0765 2.3436 -0.023
O -0.3199 2.9008 0.5664 0.010
O 2.1902 1.0414 -2.1784 -0.038
O 2.9168 1.3569 -0.1693 -0.001
O -1.1396 -0.5975 -0.2248 0.046
H -1.7995 -0.1585 1.6708 0.153
H -0.3874 -1.7283 -2.4894 0.081
H 0.5644 -0.3100 -3.0226 0.068
H -1.2029 -0.2094 -2.8656 0.086
H 0.0205 -1.5032 2.7889 0.081
H 0.7049 -1.8685 1.1958 0.080
H -0.9169 -2.4784 1.6251 0.073
```

A molecular structure, C6H7N3 in a non-equilibrium geometry, computed with ωB97M-V/def2-TZVPD.

The frontier orbital gap comes out at 8.3 eV. The calculation puts the energy above the lowest of the compared OMol25 structures with the same formula, charge and spin at 197.5 kcal/mol. For the energy, the calculation gives -10796.86860 eV.

Geometry as XYZ:
```
16
Properties=species:S:1:pos:R:3:lowdin_charge:R:1
C -0.1664 1.9865 -2.6341 -0.040
C 0.2879 1.2930 -1.4267 -0.220
C -0.2223 0.0729 0.3537 -0.527
C -0.6731 -1.5202 1.9562 -0.342
C 0.6263 -0.9711 -0.0371 -0.157
C 1.8362 -1.2870 -0.3997 0.134
H -1.0155 2.7702 -2.5796 0.050
H 0.5065 1.9881 -3.6566 0.082
H 1.5503 0.9623 -1.5262 0.152
H -1.4314 0.7484 2.2257 0.299
H -0.0297 -2.0082 1.0572 0.119
H -1.7301 -1.4308 3.5245 0.058
H 2.7545 -1.6090 -1.2981 0.171
N -0.4134 1.1515 -0.1655 0.098
N -0.9383 -0.2017 1.5236 0.048
N -0.9415 -1.9451 3.0829 0.076
```

A single C6H7N3O molecule in a non-equilibrium geometry, computed with ωB97M-V/def2-TZVPD.

The frontier orbital gap comes out at 8.0 eV. Its SMILES is CN(C)c1ocnc1C#N. The calculation puts the energy above the lowest of the compared OMol25 structures with the same formula, charge and spin at 72.8 kcal/mol. For the energy, the calculation gives -12849.91893 eV.

Geometry as XYZ:
```
17
Properties=species:S:1:pos:R:3:lowdin_charge:R:1
C 0.8193 -2.7922 -2.0707 -0.224
C 1.5852 -2.8833 1.2844 -0.170
C 0.9935 -2.6328 -0.7109 -0.235
C 0.7484 -1.2181 0.2096 -0.157
C -0.4064 0.0812 -1.4780 -0.023
C -0.1050 1.0176 0.7817 -0.028
N 0.3247 -2.8677 -3.1290 0.130
N 1.4891 -3.4589 0.1276 0.088
N 0.1759 -0.0626 -0.1494 -0.146
O 1.1011 -1.5666 1.3950 0.105
H 1.7963 -3.4024 2.2310 0.129
H 0.2132 -0.3761 -2.2386 0.076
H -1.3530 -0.2045 -1.7470 0.066
H -0.4409 1.2051 -1.5987 0.107
H -1.2346 1.0812 1.0274 0.130
H 0.4783 1.0463 1.6602 0.076
H 0.0851 1.8788 0.1569 0.075
```

2 unconnected molecules or ions with the total composition C6H7N3O3 in a non-equilibrium geometry, computed with ωB97M-V/def2-TZVPD.

The frontier orbital gap (spin up / spin down) comes out at 8.1 / 7.0 eV. The calculation puts the energy above the lowest of the compared OMol25 structures with the same formula, charge and spin at 138.7 kcal/mol. For the energy, the calculation gives -16940.98016 eV.

Geometry as XYZ:
```
19
Properties=species:S:1:pos:R:3:lowdin_charge:R:1
C 2.3309 -0.9906 1.7397 -0.113
C 1.6236 -1.0951 0.6017 -0.080
C 1.2149 0.8523 1.5034 -0.119
C 0.1764 -0.4300 -2.0298 -0.246
C -2.0731 -0.0744 -0.5430 0.162
C 0.4522 0.5162 -0.8649 -0.098
N 2.0134 0.2305 2.3446 0.084
N 0.9632 0.0886 0.3450 -0.009
N 0.5433 1.9240 -1.2462 -0.358
O 0.3037 -1.6257 -1.9419 0.039
O 1.4838 2.5007 -0.7171 0.086
O -0.2276 2.4062 -2.0435 0.090
H 3.0394 -1.7619 2.0345 0.109
H 1.7649 -1.7756 -0.2142 0.109
H 0.6611 1.7546 1.5196 0.118
H -0.1370 0.0765 -3.0314 0.158
H -2.5415 0.6629 0.0921 0.020
H -1.5800 -0.8912 -0.0237 0.026
H -2.2620 -0.0658 -1.6067 0.020
```

> The highest energy belongs to which entry?

C6H7N3